This record from the Open Molecules 2025 dataset describes a molecular structure, C2H3IN2O. The level of theory is ωB97M-V with the def2-TZVPD basis set.

The value obtained for the lowest unoccupied orbital energy is -0.4 eV. For the frontier orbital gap, the calculation gives 8.814 eV.

Element x y z (Å)
1 C -0.055 0.042 -0.009
2 C -1.539 0.078 -0.106
3 N 0.900 0.915 -0.042
4 N 1.753 0.023 0.487
5 O 0.748 -1.069 0.308
6 I 3.520 -0.072 -0.547
7 H -1.852 -0.498 -0.988
8 H -1.713 -0.544 0.932
9 H -1.762 1.124 -0.033

Force components x, y, z for each atom (eV/Å):
1.32 -0.47 -0.91
1.87 -2.52 2.76
-2.15 1.61 -0.25
0.91 -1.33 1.03
-0.34 0.84 -0.05
0.21 -0.42 -0.35
-0.34 0.45 0.43
-0.63 1.60 -2.55
-0.86 0.25 -0.11